#1
Entry from OMol25: a cluster of 2 separate species, C3H5ClO2S in total (the ωB97M-V functional and the def2-TZVPD basis).

Each line ends with the natural charge from an NBO analysis.
Element x y z (Å)
C  0.018  -0.642  0.441  -0.324
C  -0.914  -1.002  -0.673  -0.697
C  -0.479  1.527  0.670  -0.390
O  2.570  0.252  0.932  -0.839
O  2.230  -1.842  -0.338  -0.857
S  1.685  -0.568  0.149  1.966
Cl  -0.227  2.385  -0.816  0.021
H  -1.798  -1.285  -0.317  0.227
H  -0.398  -1.759  -1.205  0.236
H  -1.210  -0.274  -1.435  0.229
H  -1.504  1.418  0.951  0.197
H  0.028  1.790  1.641  0.232

## Properties
spin multiplicity	1
E_HOMO	-9.5	eV
total charge	0
HOMO-LUMO gap	0.29856	Ha

***

#2
Entry from OMol25: an isolated molecule of C3H5ClO2S (the ωB97M-V functional and the def2-TZVPD basis).

Each line ends with the natural charge from an NBO analysis.
Element x y z (Å)
C  0.253  0.927  -0.377  -0.672
C  -0.113  -0.415  -0.010  -0.127
C  0.826  -1.325  0.170  -0.342
S  2.635  -0.683  0.121  1.962
O  3.128  -1.026  1.427  -0.893
O  3.339  -1.338  -0.955  -0.871
Cl  3.299  1.466  -0.050  -0.288
H  1.268  1.040  -0.678  0.232
H  -0.438  1.166  -1.135  0.229
H  0.152  1.674  0.404  0.246
H  -1.167  -0.655  -0.014  0.234
H  1.091  -2.334  0.625  0.291

## Properties
spin multiplicity	1
E_HOMO	-11.0	eV
total charge	0
HOMO-LUMO gap	0.34132	Ha
structure (SMILES)	C/C=C\S(=O)(=O)Cl

***

Relative energies, unit kcal/mol: #1 56.9; #2 0.0

***

#1
Entry from OMol25: a cluster of 4 separate species, C2H12O3S2 in total (the ωB97M-V functional and the def2-TZVPD basis).

Each line ends with the Löwdin spin population.
Element x y z (Å)
C  1.751  2.282  0.022  0.007
C  1.021  1.056  -0.474  0.012
S  2.053  -0.358  0.138  0.209
S  0.820  -1.682  0.990  0.374
H  2.864  2.159  -0.093  0.003
H  1.569  2.547  1.023  0.001
H  1.489  3.101  -0.816  0.002
H  1.084  1.073  -1.525  0.003
H  0.005  0.989  -0.224  0.003
H  -0.070  -2.315  0.051  0.107
H  -2.245  1.836  -1.065  0.003
H  -2.444  0.777  -0.154  0.011
O  -2.953  1.295  -0.769  0.024
H  -2.185  0.217  -2.008  0.004
H  -2.492  -0.359  -3.311  0.003
O  -1.783  -0.040  -2.732  0.028
H  -3.112  -0.896  1.821  0.030
H  -1.702  -1.518  2.295  0.068
O  -2.185  -0.630  2.085  0.109

## Properties
spin multiplicity	2
E_HOMO (spin up / spin down)	0.3 / -4.7	eV
total charge	-1
HOMO-LUMO gap (spin up / spin down)	0.10573 / 0.28866	Ha
<S²>	0.75

***

#2
Entry from OMol25: a cluster of 4 separate species, C2H12O3S2 in total (the ωB97M-V functional and the def2-TZVPD basis).

Each line ends with the Löwdin spin population.
Element x y z (Å)
C  1.971  -0.161  0.981  0.002
C  1.667  -1.530  0.433  0.035
S  1.338  -1.554  -1.348  0.409
S  -0.427  -0.246  -1.517  0.438
H  1.076  0.438  0.830  0.001
H  2.725  0.322  0.386  0.001
H  2.107  -0.213  2.052  0.000
H  0.825  -1.935  0.984  0.001
H  2.507  -2.196  0.604  0.019
H  0.110  0.924  -1.921  0.036
H  -3.262  2.082  0.918  0.006
H  -2.376  0.807  0.998  0.006
O  -2.411  1.747  1.283  0.020
H  -0.595  2.534  1.496  0.001
H  0.033  3.924  1.548  0.001
O  0.208  3.032  1.256  0.005
H  -2.880  -1.691  1.507  0.002
H  -1.892  -1.654  0.323  0.003
O  -2.269  -1.128  1.041  0.016

## Properties
spin multiplicity	2
E_HOMO (spin up / spin down)	0.0 / -3.8	eV
total charge	-1
HOMO-LUMO gap (spin up / spin down)	0.11743 / 0.25420	Ha
<S²>	0.75

***

Relative energies, unit kcal/mol: #1 36.6; #2 0.0